(1)
{"formula": "C11H11BrN5O2Pt", "method": "wB97M-V/def2-TZVPD", "elements": ["Pt", "Br", "C", "C", "C", "C", "C", "C", "C", "C", "C", "C", "H", "H", "H", "H", "H", "H", "N", "N", "C", "N", "N", "N", "O", "O", "H", "H", "H", "H", "H"], "positions_angstrom": [[0.003640, 0.109658, -0.330210], [-1.242886, -1.489436, -2.468636], [0.274055, -2.586021, -2.562681], [0.336311, -3.497217, -3.622505], [1.416489, -4.348468, -3.722384], [2.407699, -4.312105, -2.731394], [2.372838, -3.375132, -1.670134], [3.378788, -3.370020, -0.689499], [3.341394, -2.472608, 0.363804], [2.293702, -1.560773, 0.452584], [1.283906, -1.516404, -0.510770], [1.285011, -2.459061, -1.566386], [-0.459790, -3.529003, -4.355936], [1.481139, -5.045804, -4.547671], [3.216984, -5.034090, -2.761008], [4.188127, -4.088622, -0.752548], [4.114022, -2.472976, 1.120867], [2.303061, -0.870415, 1.285622], [0.796745, 1.064350, 1.988704], [-0.055359, 2.091183, 2.413982], [-1.136292, 2.407112, 1.692542], [-1.939729, 3.381136, 2.026188], [-1.263605, 1.619481, 0.587581], [-2.089727, 1.869722, -0.452466], [-1.731474, 1.147767, -1.427363], [-3.005519, 2.620568, -0.455990], [0.728585, 0.280984, 2.634477], [1.752934, 1.409427, 1.977652], [0.185333, 2.622826, 3.241753], [-1.786648, 3.951603, 2.849596], [-2.760706, 3.596270, 1.478898]], "atomic_forces_ev_per_a": [[-0.444, -0.156, -0.131], [0.539, -0.113, 0.303], [-0.459, 0.191, -0.111], [0.011, -0.066, -0.096], [-0.271, 0.140, -0.061], [0.203, -0.122, 0.044], [-0.248, 0.335, 0.170], [0.173, -0.140, 0.005], [-0.116, 0.161, 0.028], [0.159, -0.092, 0.051], [-0.331, 0.431, 0.078], [0.273, -0.215, -0.007], [0.002, -0.006, 0.005], [0.037, -0.043, 0.036], [0.022, 0.037, -0.025], [-0.010, 0.002, -0.026], [0.034, -0.041, -0.021], [-0.010, -0.057, -0.026], [0.075, -0.051, -0.069], [-0.095, 0.110, 0.084], [0.105, 0.113, -0.125], [-0.030, -0.007, 0.027], [0.263, -0.761, -0.501], [-0.511, 0.655, 0.467], [0.158, 0.024, -0.145], [0.426, -0.279, -0.071], [-0.002, -0.016, 0.130], [0.076, 0.075, -0.022], [0.005, -0.057, 0.093], [0.076, -0.030, 0.017], [-0.108, -0.022, -0.101]], "e_lumo_ev": [-10.7, -14.6], "s_squared": 6.04, "multiplicity": 5, "energy_ha": -3541.9851, "homo_energy_ev": [-19.09, -19.87], "fmax_ev_per_a": 0.953, "molar_mass_da": 520.224, "charge": 3}

(2)
{"formula": "C11H11BrO2Ru", "method": "wB97M-V/def2-TZVPD", "elements": ["C", "C", "C", "H", "C", "C", "H", "H", "H", "H", "Ru", "Br", "C", "C", "C", "H", "C", "C", "H", "H", "H", "H", "O", "C", "O", "H"], "positions_angstrom": [[0.867008, 1.298321, 1.025414], [-0.288214, 2.195696, 1.062455], [-1.218748, 1.664470, 1.972114], [-0.256066, 3.243949, 0.766206], [-1.014792, 0.264023, 1.974686], [0.448614, 0.143213, 1.762061], [1.152734, -0.444400, 2.320339], [1.880535, 1.513052, 0.626622], [-1.992556, 2.213718, 2.571562], [-1.767124, -0.461039, 2.338695], [-0.175121, -0.365690, -0.378718], [0.435648, 1.293434, -2.178553], [0.280195, -2.350552, -1.231508], [1.041007, -2.428253, -0.024523], [2.025819, -1.393947, -0.034138], [0.999353, -3.246896, 0.707419], [1.908819, -0.697034, -1.246922], [0.797693, -1.274379, -2.001063], [0.553576, -1.067423, -3.047878], [-0.424505, -3.091513, -1.609616], [2.854441, -1.259679, 0.683679], [2.614474, 0.059111, -1.604932], [-3.866942, 1.530279, -1.299442], [-2.743122, 1.063295, -1.076114], [-2.250954, -0.116093, -0.832953], [-1.861771, 1.714337, -1.244893]], "atomic_forces_ev_per_a": [[-0.938, -0.408, 0.223], [1.406, 1.030, 1.763], [-1.523, -0.036, -0.925], [-0.068, -0.423, -0.225], [0.806, 1.044, 2.406], [-0.294, 0.311, -1.504], [-0.231, -0.759, -0.200], [-1.035, -0.079, 0.541], [0.358, -0.653, -1.474], [1.004, 0.353, -0.027], [-1.082, 1.061, 0.790], [-0.665, 2.484, -0.504], [1.134, -1.563, -0.350], [-1.010, -0.180, -0.180], [1.779, -0.097, -1.103], [-0.309, 0.683, -0.230], [1.872, -1.146, 0.534], [0.179, -1.379, -0.705], [0.128, -0.195, 0.731], [0.001, 0.448, 0.408], [-0.884, 0.011, -0.379], [-0.567, -0.458, 0.276], [1.377, -1.957, 0.993], [0.166, 2.051, -1.539], [-1.009, -0.882, 0.451], [-0.593, 0.743, 0.231]], "e_lumo_ev": [-1.5, -2.1], "s_squared": 6.08, "multiplicity": 5, "energy_ha": -3244.9032, "homo_energy_ev": [-7.47, -8.34], "fmax_ev_per_a": 2.743, "molar_mass_da": 356.181, "de_lowest_kj_mol": 257.0}

(3)
{"formula": "C11H11IrN3O6", "method": "wB97M-V/def2-TZVPD", "elements": ["Ir", "O", "C", "O", "C", "C", "C", "C", "C", "N", "C", "O", "O", "H", "H", "H", "H", "C", "C", "N", "O", "C", "C", "N", "O", "H", "H", "H", "H", "H", "H", "H"], "positions_angstrom": [[1.104074, -0.207525, -1.346570], [4.692573, -0.476498, 0.593806], [3.500403, -0.318075, 0.143698], [3.201629, -0.376509, -1.064104], [2.437956, -0.045326, 1.147884], [2.645664, 0.008419, 2.506868], [1.552906, 0.250441, 3.336230], [0.310855, 0.442859, 2.760768], [0.161180, 0.382313, 1.376623], [1.212057, 0.129494, 0.593986], [-1.231027, 0.623376, 0.815156], [-2.152896, 0.659600, 1.567823], [-2.197629, -0.302754, -1.208730], [5.336628, -0.661159, -0.118822], [3.642938, -0.142530, 2.898307], [1.674545, 0.288581, 4.410275], [-0.571226, 0.644582, 3.353803], [-2.561074, 1.976791, -0.859159], [-1.544627, 0.862869, -0.714191], [-0.303394, 1.106262, -1.457875], [0.039033, 2.367518, -1.723660], [-1.576134, -1.468370, -1.482628], [-2.431737, -2.625012, -1.834892], [-0.298552, -1.523281, -1.485566], [0.522138, -2.436010, -1.889258], [-2.261038, 2.875609, -0.320363], [-3.494389, 1.628629, -0.423302], [-2.743996, 2.186292, -1.914989], [-0.771126, 2.896710, -1.874623], [-3.474470, -2.381514, -1.652281], [-2.138176, -3.494047, -1.246199], [-2.283094, -2.871742, -2.888001]], "atomic_forces_ev_per_a": [[-0.080, -0.476, -0.173], [0.051, -0.030, 0.014], [-0.192, 0.043, -0.111], [0.044, 0.057, 0.237], [0.123, -0.046, -0.101], [-0.010, 0.014, 0.044], [0.001, -0.006, -0.076], [-0.024, 0.027, 0.007], [-0.017, 0.061, 0.026], [0.138, 0.170, 0.116], [0.000, -0.024, -0.073], [-0.028, -0.037, 0.017], [-0.009, 0.108, 0.044], [-0.005, 0.009, 0.029], [-0.009, -0.001, 0.013], [0.004, 0.008, 0.001], [0.014, -0.009, 0.022], [0.018, 0.003, 0.067], [-0.056, -0.094, -0.037], [0.073, 0.053, 0.141], [-0.054, -0.084, -0.109], [0.136, -0.033, -0.052], [-0.006, 0.015, -0.010], [-0.265, -0.034, 0.029], [0.134, 0.284, -0.087], [0.010, 0.026, -0.014], [0.009, 0.020, 0.024], [-0.009, -0.017, -0.008], [0.023, 0.006, 0.029], [0.004, -0.003, -0.004], [0.003, -0.002, -0.007], [-0.020, -0.010, 0.001]], "e_lumo_ev": [-8.6, -9.3], "s_squared": 0.77, "multiplicity": 2, "energy_ha": -1145.0289, "homo_energy_ev": [-16.11, -16.07], "fmax_ev_per_a": 0.513, "molar_mass_da": 473.441, "charge": 2}

(4)
{"formula": "C11H11LuN3O5", "method": "wB97M-V/def2-TZVPD", "elements": ["Lu", "C", "O", "C", "O", "C", "O", "C", "O", "C", "H", "H", "C", "H", "H", "C", "N", "C", "C", "C", "N", "C", "O", "N", "H", "H", "H", "H", "H", "H", "H"], "positions_angstrom": [[0.468623, 0.770454, -1.077516], [0.674310, 2.537621, 0.562180], [0.827717, 3.473221, 1.221781], [0.367021, 3.190116, -1.880234], [0.262865, 4.334553, -1.953582], [-1.660236, 1.860715, -1.190036], [-2.666335, 2.430872, -1.208838], [2.637738, 1.804666, -0.953651], [3.640433, 2.346120, -0.789006], [0.393130, -0.675981, -3.282511], [1.267681, -1.329863, -3.149633], [-0.578999, -1.155895, -3.086253], [0.498256, 0.559852, -3.851544], [-0.384664, 1.159436, -4.127343], [1.467895, 0.987276, -4.152805], [1.286418, -3.220713, 1.530771], [0.267587, -2.164392, 1.639372], [-0.695603, -2.217299, 2.614179], [-1.597303, -1.198744, 2.728211], [-1.501794, -0.106268, 1.843471], [-0.603292, -0.129010, 0.823162], [0.288730, -1.149187, 0.767170], [1.191286, -1.105010, -0.169813], [-2.235783, 1.012021, 1.968035], [1.227831, -3.710816, 0.552334], [1.069416, -3.941706, 2.322736], [2.292365, -2.805213, 1.666785], [-0.639281, -3.113959, 3.231905], [-2.362704, -1.214962, 3.495833], [-2.976778, 1.046793, 2.658732], [-2.226530, 1.725313, 1.246100]], "atomic_forces_ev_per_a": [[0.216, -1.960, 0.311], [0.619, 4.832, 3.940], [-0.699, -4.124, -2.669], [-0.025, 5.355, -0.978], [0.399, -4.529, 0.114], [-5.940, 2.619, -0.269], [4.452, -2.516, 0.087], [5.581, 2.332, 0.566], [-4.214, -2.281, -0.738], [0.109, 0.506, -0.760], [-0.225, 0.365, 0.037], [0.225, 0.296, -0.119], [-0.125, -0.577, 0.245], [0.275, -0.356, 0.140], [-0.347, -0.321, 0.116], [0.412, -0.561, 0.012], [0.076, 0.065, -0.155], [-0.140, 0.540, -0.362], [0.032, -0.599, 0.494], [-0.245, 1.097, -0.377], [0.510, -0.392, -0.175], [0.455, -0.311, -0.186], [-1.056, 0.967, 0.287], [0.092, -0.807, -0.094], [-0.057, 0.145, 0.276], [0.212, 0.059, -0.241], [-0.345, -0.054, 0.015], [-0.307, 0.391, 0.046], [0.122, -0.034, -0.040], [0.059, 0.153, -0.081], [-0.123, -0.300, 0.559]], "e_lumo_ev": -12.7, "multiplicity": 1, "energy_ha": -2200.7589, "homo_energy_ev": -19.71, "fmax_ev_per_a": 6.498, "molar_mass_da": 440.192, "de_lowest_kj_mol": 0.0, "charge": 3}

- Which formula does entry 4 have?
  C11H11LuN3O5